No. 1
Computed, not measured: C10H17O2PS in the gas phase at a distorted geometry, with the ωB97M-V functional and the def2-TZVPD basis.

The geometry in XYZ format:
```
31
C10H17O2PS | OMol25 | the ωB97M-V functional and the def2-TZVPD basis
C -1.212 -1.317 1.278
C 0.426 0.651 -1.370
C 0.282 1.479 1.138
C -0.419 -1.253 0.009
C 1.628 -0.944 0.539
C -0.776 0.063 -0.644
C -1.071 0.915 0.629
C -1.977 -0.120 -1.571
C -2.068 2.051 0.435
C 2.548 -1.833 -0.260
O -1.621 0.007 1.573
O 3.836 -1.839 0.297
P 1.592 0.790 0.049
S 3.281 1.727 -0.159
H -2.113 -1.934 1.144
H -0.651 -1.732 2.122
H 0.802 -0.005 -2.156
H 0.221 1.633 -1.802
H 0.320 2.569 1.067
H 0.446 1.205 2.182
H -0.369 -2.139 -0.604
H 1.659 -1.127 1.608
H -1.730 -0.843 -2.347
H -2.245 0.817 -2.051
H -2.834 -0.490 -1.013
H -1.723 2.729 -0.342
H -2.167 2.598 1.368
H -3.045 1.657 0.169
H 2.577 -1.500 -1.309
H 2.208 -2.874 -0.231
H 4.196 -0.941 0.253
```

The HOMO energy comes out at -8.5 eV. The calculation puts the energy above the lowest of the compared OMol25 structures with the same formula, charge and spin at 4.77 kJ/mol. As for the frontier orbital gap: 9.1 eV.

No. 2
Computed, not measured: a gas-phase ion, C10H17O3S (charge -1) at a distorted geometry, with the ωB97M-V functional and the def2-TZVPD basis.

The geometry in XYZ format:
```
31
C10H17O3S | OMol25 | the ωB97M-V functional and the def2-TZVPD basis
C 1.986 -0.984 0.323
C 0.975 -2.040 -0.011
C 0.089 -0.666 1.716
C 1.262 0.140 1.096
C -0.430 -1.469 0.585
C 0.643 1.195 0.131
C -1.053 -0.631 -0.498
C -0.243 2.299 0.694
C 1.446 1.526 -1.146
C -1.079 -0.700 -1.949
O -2.562 0.455 1.511
O -2.835 1.304 -0.808
O -3.644 -0.977 -0.264
S -2.657 0.118 0.044
H 2.758 -1.397 1.139
H 2.356 -0.481 -0.482
H 0.924 -2.046 -1.108
H 1.343 -2.905 0.398
H 0.647 -1.380 2.437
H -0.647 -0.120 2.200
H 1.826 0.607 1.926
H -1.110 -2.298 0.917
H 0.011 3.325 0.383
H -0.253 2.302 1.716
H -1.287 2.209 0.327
H 2.507 1.402 -0.972
H 1.339 2.541 -1.492
H 1.239 0.772 -1.905
H -1.471 -1.605 -2.300
H -0.119 -0.421 -2.343
H -1.962 -0.076 -2.266
```

The expectation value of S² is 2.01. The HOMO energy (spin up / spin down) comes out at -2.5 / -5.1 eV. The calculation puts the energy above the lowest of the compared OMol25 structures with the same formula, charge and spin at 90.67 kJ/mol. As for the frontier orbital gap (spin up / spin down): 5.9 / 8.0 eV. As for the spin multiplicity: 3. Its net charge is -1.

No. 3
Computed, not measured: a molecular structure, C10H18AuB2F4N6O5, with the ωB97M-V functional and the def2-TZVPD basis.

The geometry in XYZ format:
```
46
C10H18AuB2F4N6O5 | OMol25 | the ωB97M-V functional and the def2-TZVPD basis
Au 0.059 0.124 0.067
C -1.710 -3.839 0.054
C -1.370 -2.400 0.032
N -0.175 -1.926 -0.008
O 0.860 -2.805 0.006
B 1.841 -2.674 -0.994
F 1.637 -1.770 -1.933
F 2.890 -3.411 -0.907
O 2.819 -0.532 0.400
N 2.086 0.379 0.239
C 2.600 1.730 0.164
C 4.060 1.966 0.142
C 1.645 2.682 0.142
N 0.287 2.164 0.183
O -0.625 2.900 0.299
B -2.707 1.788 -1.279
F -1.662 1.638 -2.078
F -3.553 2.750 -1.374
O -2.873 0.862 -0.233
N -1.975 -0.148 -0.119
C -2.438 -1.346 -0.025
C -3.872 -1.704 -0.056
C 1.863 4.140 0.113
H -0.829 -4.463 0.151
H -2.232 -4.105 -0.872
H -2.401 -4.047 0.874
H 4.624 1.037 0.164
H 4.358 2.587 0.992
H 4.322 2.521 -0.764
H -4.510 -0.831 0.026
H -4.101 -2.405 0.749
H -4.097 -2.217 -0.999
H 2.711 4.414 0.740
H 0.975 4.692 0.413
H 2.116 4.450 -0.909
C -0.489 1.449 4.774
N 0.008 0.079 4.716
C 0.476 -0.504 3.617
N 1.023 -1.735 3.749
O 0.410 0.057 2.482
H -0.073 1.952 5.644
H -1.572 1.478 4.886
H -0.209 1.976 3.870
H -0.009 -0.455 5.573
H 1.176 -2.158 4.650
H 1.469 -2.173 2.964
```

The HOMO energy comes out at -18.1 eV. As for the frontier orbital gap: 4.6 eV. Its net charge is +3.

No. 4
Computed, not measured: 3 unconnected molecules or ions with the total composition C10H18BClO7, with the ωB97M-V functional and the def2-TZVPD basis.

The geometry in XYZ format:
```
37
C10H18BClO7 | OMol25 | the ωB97M-V functional and the def2-TZVPD basis
C 1.932 -2.859 1.345
C 1.866 -1.391 1.781
O 0.563 -0.956 2.165
B -0.436 -0.897 1.229
O -0.449 0.111 0.331
C -1.582 -1.995 1.240
C -1.814 -2.984 0.370
Cl -1.004 -3.384 -1.056
C -2.989 -3.796 0.849
O -3.286 -4.911 0.566
O -3.611 -3.028 1.801
C -2.644 -2.126 2.274
O -2.708 -1.640 3.353
H 2.816 -3.322 1.790
H 1.070 -3.431 1.685
H 2.054 -2.948 0.264
H 2.267 -0.750 0.991
H 2.498 -1.249 2.658
H -1.252 0.151 -0.202
C -0.383 1.795 -4.103
C 0.320 1.113 -2.944
O -0.400 -0.031 -2.478
H -1.388 2.102 -3.811
H 0.171 2.676 -4.430
H -0.478 1.116 -4.954
H 0.405 1.784 -2.091
H 1.332 0.813 -3.233
H -0.470 -0.659 -3.204
C 0.016 3.766 1.026
C 1.262 2.902 1.045
O 2.050 3.083 -0.134
H -0.588 3.538 0.145
H -0.590 3.600 1.917
H 0.277 4.826 0.981
H 0.990 1.852 1.074
H 1.868 3.122 1.930
H 2.313 4.007 -0.173
```

Its SMILES is CCOB(O)C1=C(Cl)C(=O)OC1=O.CCO.CCO. The HOMO energy comes out at -10.4 eV. The calculation puts the energy above the lowest of the compared OMol25 structures with the same formula, charge and spin at 0.00 kJ/mol. As for the frontier orbital gap: 9.5 eV.

No. 5
Computed, not measured: a molecular structure, C10H18Cl2F3IrO7S, with the ωB97M-V functional and the def2-TZVPD basis.

The geometry in XYZ format:
```
42
C10H18Cl2F3IrO7S | OMol25 | the ωB97M-V functional and the def2-TZVPD basis
Ir 0.049 0.491 0.263
C -2.518 -0.436 -0.958
C -2.575 -0.614 0.569
O -1.270 -0.982 1.100
C -1.144 -2.422 1.351
C 0.298 -2.753 1.576
O 0.910 -2.346 0.374
C 2.314 -2.266 0.326
C 2.629 -1.106 -0.647
O 1.423 -0.413 -1.081
C 0.764 -1.025 -2.225
C -0.484 -0.217 -2.524
O -1.151 -0.065 -1.249
H -3.188 0.358 -1.284
H -2.739 -1.352 -1.504
H -3.287 -1.392 0.837
H -2.863 0.307 1.067
H -1.514 -2.956 0.475
H -1.757 -2.643 2.223
H 0.403 -3.825 1.763
H 0.703 -2.207 2.436
H 2.736 -3.208 -0.026
H 2.728 -2.051 1.315
H 3.145 -1.450 -1.540
H 3.236 -0.337 -0.177
H 0.528 -2.058 -1.973
H 1.449 -0.990 -3.071
H -1.136 -0.751 -3.213
H -0.274 0.780 -2.908
Cl 1.367 3.200 3.702
C 2.225 2.389 2.453
Cl 1.488 0.698 2.134
H 3.241 2.146 2.740
H 2.172 2.915 1.510
F -2.589 4.246 -0.589
C -1.561 3.651 -1.139
F -1.960 2.560 -1.797
F -0.910 4.449 -1.947
S -0.409 3.112 0.210
O 0.677 2.296 -0.473
O -0.012 4.251 0.934
O -1.143 2.014 0.963
```

The HOMO energy comes out at -16.7 eV. The calculation puts the energy above the lowest of the compared OMol25 structures with the same formula, charge and spin at 0.00 kJ/mol. As for the frontier orbital gap: 9.3 eV. Its net charge is +2.

No. 6
Computed, not measured: C10H18ClO7P in the gas phase at a distorted geometry, with the ωB97M-V functional and the def2-TZVPD basis.

The geometry in XYZ format:
```
37
C10H18ClO7P | OMol25 | the ωB97M-V functional and the def2-TZVPD basis
C -2.519 -0.349 2.540
C -1.298 -0.401 3.404
O -1.099 -1.295 4.188
O -0.416 0.656 3.268
C 0.803 0.346 2.672
O 1.823 0.799 3.149
C 0.804 -0.498 1.432
P 1.515 0.384 -0.071
C 0.516 1.965 0.230
O -0.881 1.802 0.475
C -1.586 1.161 -0.530
O -1.200 1.617 -1.787
C -1.708 0.828 -2.837
C -1.118 -0.563 -2.969
O -0.135 -0.605 -3.994
C 2.513 -1.232 -0.559
C 3.801 -1.328 0.145
O 4.680 -0.519 0.086
Cl 3.974 -2.762 1.232
H -3.392 -0.459 3.160
H -2.579 0.563 1.971
H -2.500 -1.190 1.862
H -0.153 -0.943 1.206
H 1.462 -1.325 1.648
H 2.725 1.086 0.139
H 1.021 0.354 -1.401
H 0.661 2.633 -0.614
H 0.914 2.490 1.090
H -1.485 0.074 -0.434
H -2.635 1.404 -0.369
H -2.793 0.771 -2.810
H -1.463 1.361 -3.744
H -1.925 -1.256 -3.178
H -0.669 -0.907 -2.044
H -0.285 -1.399 -4.496
H 1.904 -2.118 -0.443
H 2.722 -1.144 -1.617
```

Its SMILES is CC(=O)OC(=O)C[PH2](COCOCCO)CC(=O)Cl. The HOMO energy comes out at -8.9 eV. As for the frontier orbital gap: 9.1 eV.

Copy entry 4 word for word.
Computed, not measured: 3 unconnected molecules or ions with the total composition C10H18BClO7, with the ωB97M-V functional and the def2-TZVPD basis.

The geometry in XYZ format:
```
37
C10H18BClO7 | OMol25 | the ωB97M-V functional and the def2-TZVPD basis
C 1.932 -2.859 1.345
C 1.866 -1.391 1.781
O 0.563 -0.956 2.165
B -0.436 -0.897 1.229
O -0.449 0.111 0.331
C -1.582 -1.995 1.240
C -1.814 -2.984 0.370
Cl -1.004 -3.384 -1.056
C -2.989 -3.796 0.849
O -3.286 -4.911 0.566
O -3.611 -3.028 1.801
C -2.644 -2.126 2.274
O -2.708 -1.640 3.353
H 2.816 -3.322 1.790
H 1.070 -3.431 1.685
H 2.054 -2.948 0.264
H 2.267 -0.750 0.991
H 2.498 -1.249 2.658
H -1.252 0.151 -0.202
C -0.383 1.795 -4.103
C 0.320 1.113 -2.944
O -0.400 -0.031 -2.478
H -1.388 2.102 -3.811
H 0.171 2.676 -4.430
H -0.478 1.116 -4.954
H 0.405 1.784 -2.091
H 1.332 0.813 -3.233
H -0.470 -0.659 -3.204
C 0.016 3.766 1.026
C 1.262 2.902 1.045
O 2.050 3.083 -0.134
H -0.588 3.538 0.145
H -0.590 3.600 1.917
H 0.277 4.826 0.981
H 0.990 1.852 1.074
H 1.868 3.122 1.930
H 2.313 4.007 -0.173
```

Its SMILES is CCOB(O)C1=C(Cl)C(=O)OC1=O.CCO.CCO. The HOMO energy comes out at -10.4 eV. The calculation puts the energy above the lowest of the compared OMol25 structures with the same formula, charge and spin at 0.00 kJ/mol. As for the frontier orbital gap: 9.5 eV.